# 1
An isolated molecule of C2H2O3 in a non-equilibrium geometry, computed with the ωB97M-V functional and the def2-TZVPD basis.

Each line ends with the Mulliken charge.
CARTESIAN COORDINATES (ANGSTROEM)
O -1.534 -0.380 0.058  -0.464
C -0.803 0.570 0.033  0.021
C 0.982 0.071 0.031  0.562
O 1.989 0.726 0.009  -0.504
O 0.814 -1.186 0.023  -0.477
H -1.154 1.574 -0.066  0.381
H -0.295 -1.374 -0.088  0.481

Values from the calculation:
HOMO energy ... -10.064 eV
Gap between HOMO and LUMO ... 0.3574 Ha
Energy above the lowest of the compared OMol25 structures with the same formula, charge and spin ... 129.7 kJ/mol
Total charge ... 0
SMILES ... O=CC(=O)O
Multiplicity ... 1


# 2
An isolated molecule of C19H16N4O4S in a non-equilibrium geometry, computed with the ωB97M-V functional and the def2-TZVPD basis.

Each line ends with the Mulliken charge.
CARTESIAN COORDINATES (ANGSTROEM)
C 2.797 -0.834 -0.556  -0.784
C 2.126 -0.155 0.735  -0.320
O 3.000 0.639 1.331  -0.269
N 2.249 1.295 2.443  -0.638
C 0.961 0.581 2.350  0.893
C 0.118 0.657 3.289  0.633
C -0.860 -0.168 3.774  -0.308
C -1.825 0.045 4.692  -0.328
C -2.016 1.285 5.248  -0.410
C -1.440 2.227 4.583  -0.328
C -0.378 2.136 3.611  -0.427
C 0.764 -0.287 1.242  0.338
C -0.109 -1.113 0.520  0.740
O -0.164 -1.950 -0.186  -0.420
N -1.434 -0.705 0.852  0.180
C -2.689 -0.865 0.375  0.322
S -4.016 -0.913 1.312  -0.399
N -2.847 -1.658 -0.917  -0.449
N -2.025 -1.385 -1.875  0.017
C -1.428 -0.206 -2.113  -0.183
O -2.185 1.135 -1.679  -0.710
C -0.310 0.042 -2.873  0.864
C 0.255 -0.918 -3.762  -0.920
C 1.079 -0.887 -4.610  -0.164
C 2.160 0.146 -4.502  0.599
O 3.331 0.440 -5.150  -0.484
C 1.754 1.215 -3.523  -1.037
C 0.442 1.174 -2.873  0.034
H 2.205 -1.807 -1.112  0.200
H 3.001 -0.013 -1.454  0.107
H 3.927 -1.140 -0.367  0.395
H -0.469 -1.285 3.596  0.146
H -2.287 -0.971 5.128  0.226
H -2.830 1.572 5.900  0.372
H -1.548 3.257 5.041  0.242
H 0.415 3.051 3.421  0.243
H -1.392 -0.070 1.799  -0.402
H -3.842 -1.641 -1.106  0.284
H -1.208 -2.309 -1.869  0.376
H -0.600 -1.679 -3.970  0.274
H 1.325 -1.749 -5.303  0.252
H 3.415 -0.362 -5.759  0.364
H 2.312 2.103 -3.483  0.471
H 0.267 2.071 -2.202  0.407

Values from the calculation:
HOMO energy ... -8.344 eV
Gap between HOMO and LUMO ... 0.2811 Ha
Energy above the lowest of the compared OMol25 structures with the same formula, charge and spin ... 1492.8 kJ/mol
Total charge ... 0
SMILES ... Cc1onc(-c2ccccc2)c1C(=O)NC(=S)NNC(=O)c1ccc(O)cc1
Multiplicity ... 1


# 3
A cluster of 2 separate species, C4H10NOS2 in total in a non-equilibrium geometry, computed with the ωB97M-V functional and the def2-TZVPD basis.

Each line ends with the Löwdin spin population.
CARTESIAN COORDINATES (ANGSTROEM)
N -0.090 -2.445 -0.723  0.706
C 1.206 -2.097 -0.370  0.160
C 1.842 -3.144 0.532  0.027
O 1.227 -4.044 0.984  0.033
C 1.193 -0.732 0.447  0.102
S 0.380 0.601 -0.528  0.820
S -2.257 3.312 0.531  -0.819
C -1.002 3.625 -0.691  -0.092
H -0.448 -3.378 -0.942  0.015
H -0.624 -1.651 -1.100  0.034
H -1.928 2.103 1.006  -0.030
H 1.895 -1.924 -1.223  0.066
H 2.915 -2.994 0.718  0.006
H 2.229 -0.551 0.728  0.011
H 0.557 -0.878 1.324  0.003
H -1.215 4.661 -0.964  0.001
H -1.156 2.984 -1.565  -0.032
H 0.019 3.552 -0.312  -0.013

Values from the calculation:
HOMO energy (alpha / beta) ... -17.720 / -17.309 eV
<S²> ... 1.761
Gap between HOMO and LUMO (alpha / beta) ... 0.2171 / 0.2054 Ha
Energy above the lowest of the compared OMol25 structures with the same formula, charge and spin ... 286.1 kJ/mol
Total charge ... +2
Multiplicity ... 2


# 4
An isolated molecule of C13H15N in a non-equilibrium geometry, computed with the ωB97M-V functional and the def2-TZVPD basis.

Each line ends with the Mulliken charge.
CARTESIAN COORDINATES (ANGSTROEM)
C -0.732 -2.737 -0.919  -1.582
C -1.195 -1.616 -0.408  0.810
C -2.501 -1.323 0.147  -0.619
C -2.584 -0.054 0.564  -1.203
C -1.368 0.757 0.144  1.521
C -1.794 1.550 -1.096  -1.645
C -0.869 1.656 1.237  -1.575
N -0.493 -0.402 -0.227  0.297
C 0.912 -0.254 -0.134  0.296
C 1.576 -1.167 0.648  -0.213
C 2.989 -1.050 0.707  -0.762
C 3.619 0.088 0.244  -0.464
C 2.918 0.936 -0.495  -0.447
C 1.553 0.800 -0.690  -0.084
H 0.212 -2.715 -1.267  0.479
H -1.420 -3.507 -0.900  0.328
H -3.253 -2.075 0.257  0.458
H -3.366 0.305 1.207  0.448
H -0.993 1.922 -1.701  0.227
H -2.582 2.197 -0.820  0.444
H -2.190 0.913 -1.783  0.562
H 0.029 2.234 0.908  0.339
H -0.704 1.141 2.242  0.370
H -1.589 2.506 1.625  0.372
H 1.028 -2.042 1.050  0.509
H 3.677 -1.792 1.249  0.244
H 4.638 0.324 0.420  0.422
H 3.411 1.872 -0.850  0.295
H 1.071 1.533 -1.357  0.173

Values from the calculation:
HOMO energy ... -7.639 eV
Gap between HOMO and LUMO ... 0.3123 Ha
Energy above the lowest of the compared OMol25 structures with the same formula, charge and spin ... 263.5 kJ/mol
Total charge ... 0
SMILES ... C=C1C=CC(C)(C)N1c1ccccc1
Multiplicity ... 1